Record 1
A 12-piece molecular cluster, C72H180N12 overall in a non-equilibrium geometry, computed with wB97M-V/def2-TZVPD.

The total energy comes out at -3508.01543 a.u. The frontier orbital gap (spin up / spin down) is 0.04449 / 0.29179 Ha. The expectation value of S² is 0.7508.

Geometry as ORCA input:
```
! wB97M-V def2-TZVPD RIJCOSX def2/J DEFGRID3
* xyz -1 2
C 1.7140 -7.5642 -0.2020
C 1.3702 -6.1425 -0.4183
N 2.6404 -5.3321 -0.5357
C 3.3435 -5.1536 0.7442
C 4.8497 -4.8703 0.5026
C 2.3292 -3.9891 -1.0432
C 1.9122 -4.0527 -2.5373
H 2.2878 -8.0206 -1.0085
H 0.8325 -8.2038 -0.1562
H 2.2213 -7.8035 0.7326
H 0.8125 -6.1689 -1.3545
H 0.7206 -5.7209 0.3487
H 2.9091 -4.3267 1.3060
H 3.1956 -6.0275 1.3786
H 5.5439 -5.0678 1.3195
H 5.1638 -5.5301 -0.3063
H 4.9580 -3.8691 0.0856
H 3.1454 -3.2696 -0.9780
H 1.5228 -3.5501 -0.4557
H 0.9375 -4.5404 -2.5312
H 2.6046 -4.7103 -3.0629
H 1.8910 -3.1122 -3.0879
C 0.9951 8.1188 3.7091
C 0.0762 7.7618 2.5324
N -0.5800 6.4769 2.7352
C -1.8869 6.5311 1.9905
C -3.0538 7.2545 2.8173
C 0.2974 5.4509 2.1935
C -0.1564 4.0092 2.5596
H 1.9198 7.5465 3.6351
H 0.4674 7.9369 4.6454
H 1.2214 9.1808 3.6143
H -0.7141 8.5098 2.5972
H 0.4846 7.9633 1.5421
H -1.7719 6.9594 0.9948
H -2.3059 5.5323 1.8685
H -3.1633 6.7718 3.7884
H -2.8914 8.3292 2.8995
H -3.9602 7.0609 2.2436
H 1.3386 5.5595 2.4974
H 0.3938 5.6712 1.1303
H -1.0104 3.6719 1.9723
H -0.4072 3.9981 3.6203
H 0.6966 3.3685 2.3364
C 1.8227 1.2248 -5.3093
C 2.9693 0.2694 -5.7855
N 2.5512 -0.8388 -6.7142
C 2.1928 -0.1645 -7.9997
C 1.5285 -1.0654 -9.0527
C 3.4682 -1.9378 -6.9244
C 3.5360 -2.7862 -5.6853
H 1.1190 0.6388 -4.7181
H 1.3312 1.7537 -6.1258
H 2.1740 1.8573 -4.4941
H 3.7574 0.8306 -6.2875
H 3.4327 -0.1798 -4.9071
H 1.4852 0.6321 -7.7699
H 3.0734 0.2487 -8.4915
H 2.0684 -1.9614 -9.3589
H 0.4987 -1.3017 -8.7850
H 1.3903 -0.4821 -9.9630
H 4.4376 -1.4872 -7.1373
H 3.1419 -2.6005 -7.7259
H 4.2861 -3.5735 -5.7600
H 2.6031 -3.2841 -5.4207
H 3.7217 -2.1721 -4.8042
C -2.1664 -1.6837 5.2719
C -2.1289 -0.4912 4.2925
N -2.7019 0.8144 4.8268
C -2.5728 1.9126 3.8271
C -3.5863 1.7617 2.6773
C -2.2134 1.2573 6.1171
C -0.7060 1.3484 6.2092
H -2.1068 -2.6287 4.7320
H -3.1015 -1.6261 5.8290
H -1.2981 -1.6020 5.9257
H -1.1091 -0.4197 3.9144
H -2.6910 -0.7829 3.4053
H -1.5209 2.0430 3.5731
H -2.7889 2.8568 4.3270
H -3.5654 0.7803 2.2035
H -3.4240 2.5192 1.9105
H -4.6008 1.9454 3.0311
H -2.6045 2.2358 6.3958
H -2.6528 0.5980 6.8657
H -0.1944 0.3896 6.1247
H -0.3149 1.9857 5.4161
H -0.4329 1.7167 7.1981
C 0.8495 6.3134 -2.8386
C 2.3681 6.1688 -2.4093
N 2.9784 4.8842 -2.8653
C 2.4276 3.6345 -2.3250
C 2.3186 3.6171 -0.7873
C 2.9986 4.8129 -4.3305
C 4.1783 5.6328 -4.8969
H 0.2072 5.5101 -2.4778
H 0.8244 6.3709 -3.9268
H 0.4105 7.2346 -2.4555
H 2.8816 7.0666 -2.7534
H 2.3631 6.2088 -1.3201
H 1.4758 3.5376 -2.8472
H 3.1091 2.8647 -2.6871
H 2.0973 2.6033 -0.4534
H 3.1610 4.0549 -0.2518
H 1.4322 4.1878 -0.5103
H 2.0820 5.0686 -4.8620
H 3.1310 3.7953 -4.6978
H 4.3271 5.4846 -5.9665
H 5.0584 5.5074 -4.2661
H 3.8475 6.6593 -4.7391
C -1.1691 -2.4327 -0.8938
C -1.4549 -0.9023 -0.6144
N -0.3813 -0.1709 -1.2929
C -0.7622 1.2138 -1.6369
C -0.9838 2.1476 -0.4074
C 0.9450 -0.2955 -0.6924
C 1.9832 -0.1289 -1.8737
H -0.3423 -2.8219 -0.2997
H -0.8337 -2.5731 -1.9214
H -2.1149 -2.9440 -0.7143
H -2.3759 -0.6025 -1.1144
H -1.4838 -0.5883 0.4290
H -0.0012 1.6790 -2.2634
H -1.6489 1.1348 -2.2659
H -1.0440 3.1910 -0.7167
H -1.8830 1.7414 0.0559
H -0.1505 2.1304 0.2951
H 1.1346 -1.3421 -0.4538
H 1.1514 0.4055 0.1163
H 3.0168 -0.2790 -1.5617
H 1.9642 0.8211 -2.4080
H 1.7589 -0.9606 -2.5415
C 9.9200 -0.9224 -2.3261
C 8.8208 -1.7096 -3.0390
N 7.6585 -0.9070 -3.3696
C 6.5870 -1.8645 -3.7772
C 5.6588 -2.2088 -2.5891
C 7.9463 -0.0976 -4.5881
C 6.8993 1.1090 -4.7075
H 9.5845 -0.2947 -1.5007
H 10.2976 -0.1919 -3.0416
H 10.7335 -1.5449 -1.9534
H 9.2161 -2.0936 -3.9794
H 8.5135 -2.5639 -2.4359
H 5.9687 -1.5224 -4.6071
H 6.9430 -2.8239 -4.1525
H 6.2112 -2.5079 -1.6984
H 5.0675 -1.3382 -2.3054
H 5.0291 -3.0511 -2.8758
H 8.0002 -0.7142 -5.4853
H 8.9118 0.3828 -4.4294
H 6.8969 1.6822 -3.7803
H 5.8981 0.6979 -4.8365
H 7.0753 1.8441 -5.4928
C -3.6348 -5.5583 4.5177
C -3.7941 -5.9639 3.0997
N -3.5930 -4.8698 2.1634
C -3.5117 -5.4202 0.7920
C -2.2743 -6.2480 0.4955
C -4.6998 -3.8578 2.1432
C -4.2764 -2.6109 1.3578
H -2.6787 -5.0875 4.7467
H -3.6951 -6.4185 5.1843
H -4.3369 -4.8108 4.8872
H -3.1373 -6.8041 2.8744
H -4.8067 -6.3633 3.0434
H -3.3530 -4.6710 0.0163
H -4.4463 -5.9465 0.5977
H -2.3067 -6.6118 -0.5315
H -2.2188 -7.2122 1.0007
H -1.3357 -5.7123 0.6380
H -5.5874 -4.2538 1.6499
H -4.9641 -3.5680 3.1602
H -4.4829 -2.7113 0.2923
H -4.9169 -1.8000 1.7048
H -3.2439 -2.3088 1.5332
C 2.7697 3.2628 4.6584
C 3.5021 2.2981 3.7622
N 2.9138 0.9351 3.7094
C 3.0278 0.1859 5.0322
C 4.4195 0.0973 5.6046
C 3.4874 0.2332 2.5769
C 2.8526 -1.1527 2.2654
H 1.6972 3.0708 4.6261
H 3.0427 4.2987 4.4567
H 2.9863 3.0572 5.7066
H 3.6016 2.7460 2.7734
H 4.5038 2.1283 4.1570
H 2.3082 0.6473 5.7085
H 2.6494 -0.8295 4.9141
H 5.0816 -0.4010 4.8964
H 4.9022 1.0596 5.7749
H 4.5122 -0.4426 6.5469
H 4.5732 0.1941 2.6643
H 3.2983 0.8601 1.7055
H 3.2090 -1.8598 3.0144
H 3.0556 -1.6274 1.3054
H 1.7790 -1.1468 2.4538
C -0.0320 -7.6006 4.0386
C 0.7888 -6.4049 3.5015
N 0.8226 -5.3153 4.4819
C 0.9663 -3.9911 3.8560
C -0.1599 -3.6560 2.8262
C 1.7214 -5.5902 5.5992
C 1.4385 -4.6331 6.7821
H -1.0922 -7.3477 4.0237
H 0.2601 -7.8305 5.0632
H 0.1229 -8.5401 3.5080
H 1.8212 -6.6725 3.2768
H 0.5083 -6.0974 2.4941
H 0.7898 -3.2760 4.6594
H 1.9615 -3.8525 3.4335
H -0.2526 -2.5739 2.7334
H 0.0764 -3.9503 1.8037
H -1.1630 -3.9434 3.1415
H 2.7361 -5.4191 5.2398
H 1.7258 -6.6352 5.9092
H 2.0097 -4.9281 7.6623
H 0.3730 -4.7307 6.9904
H 1.5736 -3.5657 6.6077
C -8.0821 -2.0765 0.2195
C -7.9659 -1.2252 -1.0576
N -6.5981 -0.8029 -1.1659
C -6.2670 -0.3845 -2.4962
C -4.6956 -0.2560 -2.6728
C -6.1712 0.1302 -0.1078
C -6.9098 1.5111 -0.1113
H -8.1064 -1.5344 1.1649
H -7.3129 -2.8488 0.2204
H -9.0207 -2.6306 0.2210
H -8.1441 -1.9358 -1.8646
H -8.6551 -0.3872 -1.1615
H -6.5669 -1.1492 -3.2126
H -6.8069 0.5292 -2.7447
H -4.3032 0.5773 -2.0899
H -4.2004 -1.1712 -2.3484
H -4.4603 -0.0718 -3.7210
H -5.0921 0.2827 -0.0850
H -6.3596 -0.2715 0.8878
H -7.9785 1.3547 0.0356
H -6.6624 2.1310 -0.9730
H -6.5601 2.0499 0.7694
C -3.6846 3.6269 -1.8745
C -4.5986 4.8505 -2.0015
N -6.0354 4.5347 -2.0846
C -6.8025 5.6390 -1.4835
C -6.6655 5.7570 0.0233
C -6.4165 4.3384 -3.4783
C -7.7456 3.5640 -3.6469
H -2.6725 3.9142 -2.1595
H -3.9130 2.8726 -2.6274
H -3.8658 3.2014 -0.8875
H -4.3692 5.6439 -1.2900
H -4.2967 5.3837 -2.9030
H -7.8611 5.5088 -1.7083
H -6.4944 6.5358 -2.0211
H -5.6309 5.9452 0.3101
H -6.9872 4.8216 0.4812
H -7.2591 6.5474 0.4829
H -6.4355 5.2136 -4.1277
H -5.6817 3.7127 -3.9850
H -7.7745 2.6704 -3.0235
H -8.6034 4.2004 -3.4295
H -7.8545 3.2560 -4.6868
*
```

These are the Löwdin partial charges, in e, on atoms 1 to 5:
1 C -0.104
2 C -0.241
3 N -0.149
4 C -0.247
5 C -0.069

=====

Record 2
A 3-piece molecular cluster, C3H14N2O2 overall in a non-equilibrium geometry, computed with wB97M-V/def2-TZVPD.

The total energy comes out at -382.66355 a.u. Its energy above the lowest of the compared OMol25 structures with the same formula, charge and spin is 22.7 kcal per mole. The frontier orbital gap is 0.35696 Ha. Its SMILES is NCCCN.O.O.

Geometry as ORCA input:
```
! wB97M-V def2-TZVPD RIJCOSX def2/J DEFGRID3
* xyz 0 1
N 0.5209 1.4473 -0.9897
C 0.6742 0.1493 -1.6066
C 1.0696 -0.9322 -0.6130
C 1.3396 -2.2971 -1.2232
N 0.3004 -2.8289 -2.1090
H 1.1409 2.1466 -1.3728
H -0.4261 1.8261 -1.0333
H -0.2151 -0.1813 -2.1491
H 1.3458 0.1074 -2.4846
H 0.3708 -0.9003 0.2402
H 1.9754 -0.6051 -0.1050
H 2.2443 -2.1923 -1.8212
H 1.5712 -3.0606 -0.4829
H 0.5014 -2.6409 -3.0792
H -0.6345 -2.6006 -1.8141
O 0.6620 1.9646 2.0747
H 0.6887 1.3647 1.3245
H 0.7564 2.8781 1.8050
O -3.8988 1.7656 3.8113
H -4.3323 0.9037 3.8217
H -3.2692 1.6969 3.0852
*
```

These are the natural (NBO) partial charges, in e, on atoms 1 to 5:
1 N -0.869
2 C -0.230
3 C -0.426
4 C -0.218
5 N -0.855